(1)
43
Properties=species:S:1:pos:R:3 method="wB97M-V/def2-TZVPD" multiplicity=1 smiles="COc1ccc(Cl)cc1S(=O)(=O)N[C@@H](C)C(=O)NCc1ccncc1" relative_energy_kcal_mol=17.8 total_energy_ev=-52901.9231 orbital_gap_ev=9.4
C 4.632 1.592 -1.263
H -1.383 2.126 -1.392
H -4.835 2.672 1.093
N -0.648 -1.759 -0.580
C -2.218 1.740 -0.830
H -1.250 -1.044 1.325
H 1.405 -2.528 0.963
N 1.525 -0.022 -0.143
H -1.229 -2.585 -0.561
C -4.633 -2.180 0.521
H -0.072 -3.205 1.655
O 0.069 1.059 1.213
O -0.241 0.118 -2.214
H -5.566 -1.838 0.068
C 5.991 1.403 -1.069
C -3.461 -0.194 -0.068
H -5.168 0.254 1.170
N 6.493 0.659 -0.098
C -0.337 -1.263 0.750
C -2.414 0.379 -0.786
C 0.423 0.061 0.619
C -4.154 2.023 0.565
H 0.768 -1.889 2.487
O -2.031 -1.501 -2.622
C 3.739 0.975 -0.394
C 0.499 -2.290 1.513
H 4.272 2.206 -2.075
H -4.663 -2.013 1.602
C 5.645 0.073 0.729
C 4.269 0.197 0.629
C -4.340 0.652 0.605
H 6.095 -0.525 1.511
C 2.256 1.159 -0.545
O -3.514 -1.548 -0.066
H -4.505 -3.243 0.322
H 2.001 1.412 -1.580
H 3.616 -0.296 1.333
Cl -2.871 4.270 -0.182
H 1.914 1.971 0.107
C -3.095 2.568 -0.145
H 6.717 1.867 -1.724
S -1.302 -0.692 -1.694
H 1.604 -0.824 -0.750

***

(2)
47
Properties=species:S:1:pos:R:3 method="wB97M-V/def2-TZVPD" multiplicity=1 total_charge=-2 relative_energy_kcal_mol=0.0 total_energy_ev=-45491.1939 orbital_gap_ev=6.0
H 2.283 -0.400 0.910
C 0.706 -2.362 -1.681
C -1.309 2.567 -0.978
O 0.125 -1.619 -2.484
H -1.311 -3.762 1.165
H -1.772 -3.187 2.781
O 2.938 -0.012 -1.141
O -2.124 3.501 -0.998
C 1.290 -3.698 -2.196
C -1.196 1.223 1.938
H 1.494 6.457 -1.068
N 1.062 1.941 -1.071
O -1.577 1.334 -0.921
O 0.851 -2.158 -0.457
F 1.081 -3.889 -3.509
H -2.742 -0.833 -0.695
H -1.377 0.944 2.980
C -3.798 -2.589 1.027
C -1.940 -1.424 -0.227
F 0.722 -4.751 -1.558
F 2.614 -3.791 -1.989
H -0.453 -2.408 1.880
H -4.166 -2.931 2.002
H -2.546 -1.046 1.801
C -2.428 -1.912 1.138
C 2.799 3.586 -1.150
C -0.195 0.290 1.297
H -2.125 1.247 1.376
C 1.876 -0.743 1.861
H -0.271 5.009 -1.005
C 3.418 1.131 -1.188
H 1.610 -1.792 1.757
H 2.596 -0.615 2.670
H -0.769 2.232 1.932
O 4.604 1.517 -1.270
C 2.361 2.268 -1.133
H 3.860 3.783 -1.203
C 0.171 2.926 -1.027
C 1.860 4.595 -1.098
C 0.518 4.267 -1.038
C -1.435 -2.870 1.787
H -4.536 -1.905 0.600
H -1.808 -2.324 -0.853
H -3.732 -3.461 0.367
O 0.728 0.031 2.245
O 2.281 5.906 -1.111
Ru -0.236 -0.272 -0.466

***

(3)
57
Properties=species:S:1:pos:R:3 method="wB97M-V/def2-TZVPD" multiplicity=4 total_charge=-1 s_squared=3.76 relative_energy_kcal_mol=72.5 total_energy_ev=-119689.7627 orbital_gap_ev="6.1 / 6.5"
O 0.774 1.415 -0.094
H 3.537 2.399 -1.100
C -1.468 1.624 2.170
H 0.061 2.601 1.482
H -3.208 -0.948 -2.647
N -2.793 -1.117 -1.745
H 0.695 3.387 -2.492
O -0.015 0.865 -2.550
C -1.574 3.725 0.831
C 0.699 -5.313 1.340
H 4.653 -2.056 -1.208
F 1.564 -7.453 1.858
O 2.248 -0.923 0.373
H 2.955 1.396 0.114
N -2.117 3.129 -0.379
H -3.622 3.702 -1.818
F 3.165 -6.355 3.789
C 3.186 0.710 -3.155
C 2.346 -5.578 3.060
C -3.437 3.623 -0.757
O 1.392 2.947 -1.992
F 3.072 -3.659 4.218
H 3.164 1.734 -3.533
N -2.791 1.440 2.155
C 1.448 -3.415 2.517
V 0.095 -0.611 0.371
C 0.620 -3.928 1.521
C -3.759 2.144 1.308
C 2.296 -4.211 3.272
H -2.318 4.283 1.412
H 4.206 0.321 -3.194
C -3.484 1.085 -1.030
C 2.612 0.628 -1.754
P 0.946 1.433 -1.593
H -3.039 0.507 2.444
H -2.024 -1.770 -1.743
N 3.461 1.429 -0.786
O 2.158 -2.055 -2.007
C -2.668 -0.044 -0.896
F -0.049 -5.918 0.407
O -1.827 -0.122 0.040
O 4.344 -1.173 -0.986
C 1.532 -6.130 2.082
C -4.423 1.151 -2.075
H -0.801 4.445 0.545
H -4.676 1.555 1.340
H -3.869 4.409 -0.141
H -3.998 3.111 1.753
N -0.920 2.749 1.676
S -0.488 -2.986 0.534
S -0.444 0.458 2.876
N -5.197 1.205 -2.936
H 4.383 0.997 -0.684
H 2.561 0.090 -3.794
F 1.451 -2.110 2.807
P 2.709 -1.089 -1.046
C -3.322 2.269 -0.155